(1)
The following is a quantum chemistry calculation of C12H18AlFNO4 as an isolated structure, from the OMol25 dataset.

- E: -1166.14621 a.u.
- Orbital gap: 7.54 eV
- LUMO level: 3.2 eV
- Highest occupied orbital energy: -4.379 eV
- Charge: -1

```
37
Properties=species:S:1:pos:R:3:forces:R:3
C 1.1609 1.9661 1.0002 -1.6 0.9 0.4
H -1.7872 -1.1740 -1.4166 0.2 0.0 0.3
C 4.8506 -2.3113 -1.0042 -0.2 0.5 0.1
H -3.5005 0.7459 -1.9346 -0.2 0.1 0.2
C 0.0899 -0.2838 0.2536 1.0 0.0 0.5
H -3.1350 -1.9516 -0.5956 0.3 -0.1 0.2
N 0.0012 1.7935 -1.2651 -0.8 0.2 1.2
C -1.2181 -1.3765 2.1318 0.0 -0.3 -0.2
O 2.8640 3.3352 -0.0525 0.0 0.1 0.0
H -4.7157 -0.5625 -1.6641 -0.1 0.3 0.1
H 0.0156 -0.8070 -0.7124 -1.0 0.2 -0.1
H 4.4322 -3.2898 -1.2359 -0.8 0.6 -1.3
H -3.4378 -0.7138 -2.8629 -0.2 -0.1 -0.1
H 0.2561 2.2995 1.5201 0.1 0.0 0.1
C -2.7000 -0.9872 -0.8591 -0.7 0.7 -0.6
O 1.1253 -0.9690 0.9277 0.1 0.2 -0.1
O -1.8057 3.1893 -0.5997 -0.6 0.6 -0.2
C -1.1686 -0.2240 1.1232 -0.3 0.4 0.0
C 1.8824 3.2136 0.5873 0.6 -0.3 -0.3
C -2.4997 -0.0734 0.3580 0.0 -0.8 0.2
H -0.5733 -1.1697 2.9820 0.1 0.0 0.0
C -0.9206 2.5053 -0.9227 0.5 -0.5 0.0
F 1.2931 4.3470 1.0889 -0.3 0.0 0.1
O 1.9503 0.7010 -0.7979 0.0 -0.4 0.0
C 0.7546 1.0676 -0.1698 2.3 -0.8 -1.6
C -3.6727 -0.3271 -1.8680 0.6 -0.6 -0.3
H 1.7307 -2.1491 -1.4291 0.0 0.1 -0.3
H -3.2919 -0.3281 1.0688 -0.1 0.2 0.1
H -0.8652 -2.3135 1.7034 0.0 0.0 -0.1
H 5.7243 -1.9969 -1.5801 1.0 -0.7 1.1
H -2.7037 0.9572 0.0748 0.3 0.1 -0.1
H 1.7500 1.4130 1.7262 0.2 -0.3 -0.3
H 4.8521 -1.1424 0.7374 0.5 1.7 -1.1
H -2.2361 -1.5337 2.4944 0.0 0.1 0.1
H -1.0707 0.6806 1.7340 -0.1 0.1 0.0
C 4.2359 -1.5081 -0.0922 -0.4 -1.2 0.8
Al 2.3334 -1.0225 -0.4489 -0.3 -0.9 1.1
```
Positions in Å, forces in eV/Å.


(2)
The following is a quantum chemistry calculation of a single C4H7NO molecule, from the OMol25 dataset.

- E: -286.49265 a.u.
- Orbital gap: 10.20 eV
- LUMO level: 0.6 eV
- Highest occupied orbital energy: -9.558 eV
- Energy above the lowest of the compared OMol25 structures with the same formula, charge and spin: 364.9 kJ/mol
- Charge: 0

```
13
Properties=species:S:1:pos:R:3:forces:R:3
C -1.6084 -0.8979 0.1039 1.7 -1.2 -0.6
H 1.3288 1.4707 0.4038 -0.4 -0.7 -0.2
C 1.2828 0.3588 0.3812 -0.5 -0.6 0.2
C -0.1718 0.0252 -0.2403 -2.2 0.9 0.6
H -2.6054 -0.3653 0.2871 2.0 0.2 -0.5
H 0.0257 0.1698 -1.3302 -0.7 -0.3 0.6
N 3.4469 -0.3773 -0.9275 -1.1 0.4 0.6
O -0.9228 1.0917 0.3467 1.3 3.4 0.2
C 2.4875 -0.0698 -0.3557 0.4 -0.6 -0.5
H 1.3939 0.0515 1.4214 -0.1 -0.1 0.0
H -1.4399 -1.4446 1.0219 0.1 -0.6 -0.1
H -1.7672 -1.4994 -0.7716 0.0 -1.0 -0.1
H -1.4502 1.4866 -0.3406 -0.4 0.4 -0.2
```
Positions in Å, forces in eV/Å.


(3)
The following is a quantum chemistry calculation of C10H10BrClTi as an isolated structure, from the OMol25 dataset.

- E: -4270.72295 a.u.
- Orbital gap (alpha / beta): 4.77 / 4.61 eV
- LUMO level (alpha / beta): 5.2 / 5.0 eV
- Spin multiplicity: 3
- Highest occupied orbital energy (alpha / beta): 0.434 / 0.416 eV
- Energy above the lowest of the compared OMol25 structures with the same formula, charge and spin: 0.0 kJ/mol
- Charge: -2

```
23
Properties=species:S:1:pos:R:3:forces:R:3
H -0.8002 1.7484 -2.2448 -0.7 -0.6 0.0
Ti 1.1756 -1.6676 0.9581 -1.9 0.3 -1.2
C -2.2353 1.2156 -0.5504 0.8 -0.9 -1.5
C 2.1183 0.5022 -0.2049 1.4 0.9 -0.5
H -2.7079 -2.0932 -1.1618 0.1 0.8 0.0
H 2.3912 0.7110 -1.2490 -0.1 -0.7 0.5
Br 1.3506 -2.7435 -1.2612 0.3 -0.9 -0.7
H -3.3271 -0.2635 0.7606 0.3 0.1 -0.6
C 1.1922 1.3085 0.4469 -0.5 -0.9 0.7
Cl -0.6070 -2.1202 2.3055 -0.6 -0.6 0.8
H 3.6571 -0.9680 0.5239 -0.3 0.4 0.2
C -2.4810 -1.0105 -1.1942 0.1 0.8 -0.4
C 2.8443 -0.2704 0.7580 0.4 0.5 0.2
C -1.5299 1.0188 -1.8387 -0.8 -0.2 1.7
H 2.3940 -0.5411 2.9970 0.0 0.4 -0.7
H -1.2109 -0.8438 -3.0602 -0.3 0.3 0.4
H 0.4851 1.3621 2.5092 -0.2 -0.6 0.1
H -2.1041 2.1099 0.0828 -0.3 -0.5 -0.3
C -1.7102 -0.3446 -2.2158 -0.1 0.1 0.8
C 2.1766 -0.0715 2.0225 0.5 0.9 0.7
C 1.0791 0.8353 1.7722 1.6 0.5 0.1
H 0.6737 2.1683 0.0407 -0.3 -0.5 -0.2
C -2.8241 -0.0422 -0.1962 0.6 0.3 -0.3
```
Positions in Å, forces in eV/Å.


(4)
The following is a quantum chemistry calculation of a single C6H10O molecule, from the OMol25 dataset.

- E: -309.70111 a.u.
- Orbital gap (alpha / beta): 8.12 / 8.62 eV
- LUMO level (alpha / beta): 0.3 / 0.4 eV
- Highest occupied orbital energy (alpha / beta): -7.862 / -8.226 eV
- Energy above the lowest of the compared OMol25 structures with the same formula, charge and spin: 370.9 kJ/mol
- Charge: 0

```
17
Properties=species:S:1:pos:R:3:forces:R:3
H 2.6844 -0.5319 1.1829 0.0 -0.1 -0.2
H 0.6350 0.5513 -1.3940 -0.1 0.2 0.1
C 0.2110 0.5262 -0.3823 0.0 -0.6 0.8
C -2.1093 -0.5617 -0.4701 -0.1 0.2 -0.6
H -3.1561 -0.2764 -0.5964 0.1 0.0 0.1
H -1.7206 1.5999 -0.1078 0.1 0.2 -0.2
H 0.5906 1.4482 1.6147 -0.1 -0.2 0.0
O 2.7676 -0.9558 -0.7903 -0.1 0.0 0.4
H 0.2342 -1.6737 -0.2166 0.2 0.0 0.0
H -2.0671 -1.3703 0.2687 0.1 0.3 0.1
C -1.2432 0.6487 -0.2705 -1.3 -0.9 -0.4
H 1.1934 2.4324 0.1748 -0.2 0.1 0.2
H 0.2969 -0.7930 1.3335 0.0 -0.1 -0.2
H -1.7908 -1.0133 -1.4253 -0.1 -0.1 0.2
C 0.6487 -0.8019 0.2943 0.2 -0.2 -0.2
C 0.6680 1.5575 0.5461 1.3 1.4 -0.1
C 2.1573 -0.7861 0.2382 0.1 -0.2 -0.3
```
Positions in Å, forces in eV/Å.